(1)
40
Properties=species:S:1:pos:R:3 method="wB97M-V/def2-TZVPD" gap_ev=6.854 total_energy_ev=-32561.9611 e_above_lowest_kj_mol=72.8 total_charge=+1
C 0.0284 3.2547 1.0475
C -0.5564 2.0529 1.2634
Si -0.0815 0.5204 0.3170
C -0.9486 -0.9465 1.1786
C -2.2450 -0.5501 1.8185
N -3.3666 -0.5817 1.2058
C 1.7765 0.3107 0.4080
C 2.3193 -0.1949 1.7627
C 2.1687 0.8061 2.9067
O -0.6637 0.4914 -1.2476
Si 0.0708 1.3935 -2.4542
C 0.0191 0.3670 -4.0469
O 1.0711 0.7054 -4.9350
C 2.2702 0.0387 -4.6274
H 0.0544 3.7443 0.0773
H 0.4962 3.7778 1.8798
H -1.2903 1.9838 2.0689
H -0.3032 -1.3966 1.9361
H -1.1689 -1.7187 0.4362
H -2.2069 -0.2292 2.8592
H -3.1626 -0.9075 0.2555
H 2.2571 1.2638 0.1776
H 2.1174 -0.3741 -0.3747
H 1.8625 -1.1591 1.9911
H 3.3784 -0.4062 1.6156
H 2.2034 1.8326 2.5507
H 2.9892 0.6704 3.6103
H 1.2505 0.6681 3.4791
H -0.6227 2.6852 -2.6123
H 1.4880 1.6897 -2.1620
H -0.0489 -0.7086 -3.8477
H -0.9114 0.6351 -4.5539
H 2.5860 0.1777 -3.5882
H 3.0442 0.4628 -5.2626
H 2.2166 -1.0352 -4.8340
N -3.6189 -3.8675 1.9405
H -4.5552 -3.9641 1.5418
H -2.9462 -4.3687 1.3577
H -3.3640 -2.8660 1.9760
H -3.6071 -4.2574 2.8848

(2)
73
Properties=species:S:1:pos:R:3 method="wB97M-V/def2-TZVPD" gap_ev="5.482 / 2.886" s2=12.0112 spin_multiplicity=7 total_energy_ev=-131085.6002 total_charge=+2
Mn 5.8344 -17.8692 5.3694
Ag 9.4130 -20.3366 7.4159
C 5.4272 -22.0412 8.1024
F 5.6694 -20.7850 8.4028
F 4.6506 -22.7017 8.8905
F 4.9562 -22.1814 6.8791
S 7.2132 -22.8066 8.4798
O 7.6664 -22.2755 9.7538
O 7.0662 -24.2369 8.4765
N 8.2470 -22.1419 7.1617
S 8.3575 -23.2701 6.0701
O 7.0642 -23.9208 5.7186
O 9.0832 -22.6859 4.9951
C 9.5769 -24.5318 7.0129
F 10.8031 -24.5784 6.4260
F 9.8560 -24.0757 8.1534
F 9.0424 -25.7714 7.0007
O 6.7213 -17.4575 9.4343
C 7.1762 -18.1516 8.4781
O 7.9576 -19.1016 8.7537
O 6.8167 -17.9752 7.2914
H 7.0838 -18.0292 10.1150
O 7.5479 -20.4766 11.9314
H 7.6191 -20.3126 10.9911
H 7.0967 -19.7060 12.2760
C 9.9639 -18.2099 12.1282
O 8.8912 -17.6194 12.2337
N 10.1821 -19.4505 12.1220
N 11.1254 -17.5465 12.0171
H 9.3638 -20.0414 12.0836
H 11.1608 -19.6763 12.0162
H 11.1426 -16.6250 11.6039
H 11.9678 -18.1007 12.0752
C 4.7403 -16.2792 12.1742
O 4.1546 -15.6385 11.3953
N 4.0533 -16.8868 13.0887
N 6.0621 -16.4207 12.2980
H 4.5168 -17.6574 13.5484
H 3.0634 -16.9463 12.8969
H 6.6848 -16.0174 11.6127
H 6.4390 -17.1093 12.9336
C 6.4921 -13.3178 8.5284
O 7.2693 -13.5071 7.6041
N 5.8704 -14.3425 9.0368
N 6.2929 -12.1958 9.1878
H 5.0904 -14.2705 9.6744
H 6.0304 -15.2080 8.5414
H 5.5710 -12.1400 9.8919
H 6.8914 -11.4200 8.9428
C 9.2781 -14.4294 10.5571
O 9.8382 -13.3504 10.4431
N 9.2189 -15.3473 9.5997
N 8.7530 -14.9023 11.6890
H 9.3503 -14.9192 8.6944
H 8.5733 -16.0942 9.8132
H 8.8033 -14.4454 12.5884
H 8.9425 -15.8943 11.6787
C 2.7603 -18.6052 9.0671
O 2.6461 -17.9768 7.9947
N 3.3404 -18.1412 10.1453
N 2.0700 -19.6516 9.4224
H 4.0028 -17.3819 10.2140
H 3.0529 -18.6774 10.9515
H 1.5579 -20.0890 8.6697
H 1.9665 -19.9023 10.3953
C 8.2483 -15.7626 4.9409
O 7.0696 -16.1240 5.1818
N 8.7916 -14.9139 5.6878
N 8.8536 -16.2278 3.9174
H 9.7006 -14.5186 5.4945
H 8.2142 -14.4050 6.3419
H 9.7653 -15.9208 3.6099
H 8.4149 -17.0141 3.4598

(3)
63
Properties=species:S:1:pos:R:3 method="wB97M-V/def2-TZVPD" gap_ev=1.727 total_energy_ev=-189407.5022 e_above_lowest_kj_mol=1075.1 total_charge=+1
Tl 0.9099 1.4316 0.8514
As 4.7341 -3.6454 -0.8462
F 5.8243 -5.0094 -1.1088
F 5.7433 -3.2783 0.6606
F 3.7856 -2.1786 -0.5629
F 3.5856 -4.0141 -2.1769
F 3.6499 -4.6532 0.2622
F 5.8780 -2.6779 -1.8817
As -5.8027 1.2089 0.0194
F -5.4064 -0.0671 1.2462
F -5.8832 2.4214 1.3307
F -6.0332 2.4369 -1.2997
F -5.5706 -0.0934 -1.2308
F -7.5414 0.8543 0.1794
F -4.0222 1.4603 -0.1598
C 2.8536 -1.3905 3.8858
O 1.5590 -1.5341 3.1956
C 1.0427 -2.7912 3.4349
C -0.2099 -3.1170 2.5540
N 0.0803 -2.8505 1.1500
C -1.0776 -3.0263 0.2577
C -0.6021 -2.7178 -1.1560
O -0.1330 -1.4235 -1.4012
C -0.2519 -1.0540 -2.8079
H 2.6788 -1.6757 4.9232
H 3.1470 -0.3470 3.7710
H 3.6398 -2.0102 3.4547
H 0.7521 -2.7349 4.4840
H 1.7014 -3.6451 3.2768
H -1.0083 -2.4569 2.8931
H -0.4980 -4.1469 2.7647
H 0.5301 -3.7042 0.8517
H -1.9771 -2.4881 0.5566
H -1.2892 -4.0906 0.3605
H -1.3771 -3.0256 -1.8580
H 0.1242 -3.4820 -1.4325
H -0.5826 -1.8308 -3.4973
H 0.6721 -0.5288 -3.0497
H -1.0287 -0.2900 -2.8399
C -3.0438 0.9205 5.7470
O -2.1492 1.0565 4.9822
N -4.1591 1.5445 5.8445
N -2.8537 0.1513 6.7853
H -4.6184 1.5560 6.7439
H -4.4566 2.0237 5.0067
H -1.9146 -0.2190 6.8166
H -3.2298 0.4407 7.6769
C 4.4074 2.5922 -4.0988
O 3.7720 2.2537 -3.1469
N 5.0835 1.7320 -4.7626
N 4.2816 3.7651 -4.6518
H 5.2442 0.8183 -4.3633
H 5.3156 1.9027 -5.7307
H 3.9476 4.5875 -4.1700
H 5.0528 3.7932 -5.3035
C -1.4455 5.1003 -3.6525
O -0.7934 4.4748 -2.8107
N -2.2793 6.0002 -3.4098
N -1.2173 5.0556 -4.8965
H -2.8887 6.0079 -2.6045
H -2.5767 6.3592 -4.3058
H -1.7285 5.6154 -5.5639
H -0.3467 4.6335 -5.1863